56
Properties=species:S:1:pos:R:3:forces:R:3 method="wB97M-V/def2-TZVPD" largest_force_ha_per_bohr=0.024 lumo_ev=-9.358 energy_ev=-48541.8076 total_charge=+2 e_homo_ev=-14.545
Mo 0.1054 -0.5904 0.8787 0.7051 0.3508 -0.9415
C -1.6710 -4.3899 0.9388 0.0539 -0.0271 0.0629
O -2.8089 -4.1598 0.1028 -0.0921 0.1000 -0.0318
C -3.1816 -2.9464 -0.2777 -0.0244 0.0795 -0.1145
C -4.4424 -2.8893 -0.9252 0.0731 -0.0013 0.0459
C -4.9898 -1.7189 -1.3927 0.0458 0.0210 0.0129
C -4.3033 -0.5160 -1.2370 0.1121 -0.0569 0.0388
C -3.0523 -0.5250 -0.6239 -0.1448 -0.0678 0.0132
C -2.3859 0.7105 -0.4168 -0.0536 -0.0625 0.0293
N -1.2297 0.8679 0.1835 -0.1556 0.0371 0.0335
N -0.8854 2.1927 0.3876 0.2122 0.1149 0.0813
C 0.2285 2.2614 1.0226 -0.2675 0.1059 0.0905
O 0.7937 1.0558 1.3473 0.0836 0.0453 0.0740
C 0.9035 3.4623 1.4562 0.0523 0.0217 -0.0819
C 0.4188 4.7072 1.0359 0.0403 -0.0324 0.0398
C 1.0530 5.8562 1.4614 0.0150 -0.0158 0.0092
C 2.1611 5.7701 2.2998 -0.0053 -0.0223 -0.0036
C 2.6439 4.5351 2.7157 -0.0354 0.0172 -0.0259
C 2.0199 3.3756 2.2945 -0.0086 0.0138 -0.0431
C -2.4972 -1.7400 -0.1582 -0.0768 -0.0234 -0.0745
O -1.2413 -1.6610 0.3732 -0.2919 -0.3110 -0.0077
H -1.7359 -5.4372 1.2178 0.0332 0.0381 -0.0072
H -1.7275 -3.7708 1.8372 0.0274 -0.0315 -0.0395
H -0.7462 -4.2161 0.3889 0.0004 -0.0078 0.0331
H -4.9662 -3.8305 -1.0328 -0.0047 -0.0090 0.0005
H -5.9564 -1.7344 -1.8750 -0.0174 0.0006 -0.0004
H -4.7278 0.4155 -1.5846 -0.0095 0.0304 -0.0059
H -2.8704 1.6263 -0.7456 0.0061 -0.0200 0.0262
H -0.4433 4.7605 0.3862 -0.0220 -0.0011 -0.0112
H 0.6882 6.8221 1.1439 -0.0070 0.0257 -0.0054
H 2.6515 6.6750 2.6314 0.0065 0.0116 0.0037
H 3.5031 4.4800 3.3682 0.0177 -0.0013 0.0129
H 2.3901 2.4120 2.6167 -0.0063 0.0049 0.0111
C 0.8870 1.8106 -2.3722 0.0357 -0.0937 0.0768
Si 1.1390 -0.0293 -2.4723 -0.0493 0.0383 -0.1520
C 2.7997 -0.4164 -3.2071 -0.0667 0.0149 0.0414
C -0.2927 -0.9219 -3.2614 0.0548 -0.0030 0.1090
C 1.3282 -0.8902 -0.7001 -0.2562 -0.0953 0.5068
H 1.1002 2.2024 -3.3697 0.0013 0.0207 -0.0393
H 1.5867 2.2981 -1.6913 0.0350 0.0076 0.0245
H -0.1230 2.1219 -2.1139 -0.0484 -0.0092 0.0165
H 2.8147 -0.0664 -4.2413 -0.0020 0.0107 -0.0461
H 3.0406 -1.4785 -3.2152 -0.0253 -0.0511 0.0152
H 3.5902 0.1144 -2.6740 0.0282 0.0048 -0.0006
H -0.4764 -0.5398 -4.2661 0.0198 0.0389 -0.0479
H -1.2165 -0.7929 -2.6934 -0.0384 0.0094 -0.0078
H -0.0964 -1.9919 -3.3504 0.0087 -0.0161 -0.0017
H 2.3320 -0.6514 -0.3247 -0.0200 0.0681 0.0155
H 1.2616 -1.9651 -0.9188 0.0247 -0.0203 0.0248
O 0.9542 -1.5006 2.1853 0.1378 -0.3703 0.0618
N 1.7531 -1.7029 3.2755 0.0154 0.0275 0.1758
C 2.3934 -2.8134 3.1709 -0.1176 0.2142 0.1061
C 2.2239 -3.6759 2.0341 -0.0055 -0.1448 -0.0442
N 2.0083 -4.3031 1.0985 -0.0112 0.0236 -0.0591
C 3.2852 -3.1734 4.2304 -0.0989 0.0429 -0.1323
N 4.0087 -3.4945 5.0586 0.1164 -0.0455 0.1318